(1)
Formula: C22H27AuBrN8OP
Source: OMol25
Level of theory: ωB97M-V/def2-TZVPD

Structure (XYZ):
```
61
Properties=species:S:1:pos:R:3:mulliken_charge:R:1
Au 0.172 0.157 -0.056 0.39
Br -5.469 -7.508 -0.854 -0.05
C -5.476 -6.208 0.499 0.15
C -4.282 -5.919 1.172 -0.65
C -4.259 -4.946 2.135 -0.20
C -5.455 -4.274 2.473 0.22
C -6.662 -4.611 1.831 -0.18
C -6.663 -5.546 0.825 -0.52
N -5.504 -3.347 3.461 -0.59
N -4.603 -2.684 3.946 0.05
C -3.568 -1.988 3.535 0.37
C -2.465 -1.831 4.440 -0.67
C -1.302 -1.290 4.041 -0.76
C -1.106 -0.785 2.693 1.05
O -0.026 -0.353 2.322 -0.45
C -2.299 -0.792 1.796 0.12
N -2.175 -0.238 0.592 -0.02
C -3.202 -0.168 -0.232 -0.64
C -4.470 -0.614 0.141 -1.08
C -4.626 -1.197 1.378 -0.37
C -3.520 -1.342 2.225 0.61
H -3.393 -6.488 0.942 0.57
H -3.343 -4.724 2.667 0.46
H -7.571 -4.100 2.116 0.52
H -7.575 -5.785 0.298 0.46
H -2.566 -2.247 5.434 0.49
H -0.458 -1.238 4.715 0.51
H -3.026 0.282 -1.201 0.63
H -5.310 -0.493 -0.527 0.47
H -5.609 -1.510 1.701 0.69
C -1.645 2.976 2.103 -1.06
C -0.191 3.204 1.703 -0.80
P 0.275 2.468 0.100 0.30
C -0.812 3.150 -1.212 -0.45
C -0.648 4.643 -1.502 -1.35
C 2.002 2.987 -0.240 -0.55
C 2.394 4.400 0.202 -1.20
H -1.846 3.492 3.041 0.43
H -1.856 1.918 2.250 0.00
H -2.332 3.369 1.354 0.34
H 0.486 2.763 2.439 0.46
H 0.018 4.274 1.642 0.57
H -1.839 2.922 -0.914 0.27
H -0.595 2.571 -2.111 0.45
H -0.735 5.248 -0.600 0.33
H -1.429 4.960 -2.193 0.40
H 0.309 4.846 -1.978 0.32
H 2.148 2.863 -1.316 0.41
H 2.640 2.261 0.266 0.43
H 1.773 5.165 -0.259 0.26
H 3.425 4.583 -0.100 0.39
H 2.346 4.510 1.284 0.32
N -0.721 -4.851 -1.866 -0.50
N -0.020 -3.734 -1.567 1.16
N 1.172 -3.515 -2.058 -0.91
C 1.437 -2.301 -1.609 -0.27
N 0.424 -1.831 -0.873 -0.05
N -0.509 -2.767 -0.851 -0.29
H -0.145 -5.612 -2.192 0.31
H -1.448 -5.066 -1.207 0.26
H 2.349 -1.771 -1.813 0.46
```

Its maximum force is 2.0 eV/A. The net charge is +2. The multiplicity is 1. The HOMO-LUMO gap is 0.16159 Ha.

***

(2)
Formula: C22H27BrCl3N2O2Pd
Source: OMol25
Level of theory: ωB97M-V/def2-TZVPD

Structure (XYZ):
```
58
Properties=species:S:1:pos:R:3:mulliken_charge:R:1
Pd -0.424 -0.904 0.151 1.03
C 6.701 -2.882 -0.087 -2.09
C 5.750 -4.076 -0.060 1.68
C 5.973 -4.957 -1.341 -1.39
C 6.063 -4.972 1.190 -1.39
C 4.325 -3.735 -0.007 0.02
C 3.902 -2.331 0.019 -0.79
C 2.605 -2.042 0.064 -0.33
Br 1.997 -0.250 0.095 0.00
C 1.560 -3.105 0.090 1.18
O 0.371 -2.809 0.118 -0.87
C 2.002 -4.548 0.070 0.30
C 3.339 -4.768 0.021 -0.35
C 0.978 -5.654 0.098 1.83
C 0.055 -5.527 -1.136 -1.36
C 1.652 -7.028 0.047 -2.11
C 0.165 -5.569 1.410 -1.43
H 7.724 -3.252 -0.126 0.42
H 6.621 -2.270 0.813 0.48
H 6.557 -2.258 -0.971 0.48
H 7.033 -5.210 -1.347 0.46
H 5.743 -4.399 -2.247 0.41
H 5.403 -5.882 -1.325 0.38
H 7.120 -5.225 1.119 0.46
H 5.492 -5.898 1.204 0.38
H 5.898 -4.425 2.118 0.41
H 4.659 -1.559 -0.001 0.70
H 3.693 -5.786 0.003 0.63
H 0.627 -5.563 -2.064 0.37
H -0.548 -4.622 -1.130 0.22
H -0.622 -6.382 -1.135 0.47
H 2.221 -7.175 -0.873 0.45
H 0.878 -7.793 0.069 0.43
H 2.300 -7.202 0.908 0.45
H -0.436 -4.666 1.486 0.28
H 0.816 -5.633 2.283 0.38
H -0.508 -6.425 1.440 0.45
O -1.207 0.895 0.101 -0.59
C -2.637 1.022 -0.015 -0.14
C -3.205 -0.361 -0.068 0.15
C -4.564 -0.586 -0.178 -0.81
C -5.036 -1.887 -0.230 -0.22
C -4.134 -2.943 -0.173 -1.01
C -2.792 -2.663 -0.064 -0.17
N -2.343 -1.399 -0.011 -0.25
H -0.635 1.727 0.135 0.62
H -2.874 1.572 -0.927 0.42
H -3.018 1.568 0.849 0.40
H -5.243 0.256 -0.223 0.47
H -6.097 -2.077 -0.318 0.47
H -4.464 -3.971 -0.213 0.45
H -2.047 -3.445 -0.016 0.77
Cl 0.635 6.378 0.234 -0.04
C 1.832 5.109 0.041 0.81
Cl 2.658 5.225 -1.511 -0.05
Cl 2.981 5.093 1.380 -0.06
C 1.118 3.817 0.064 -0.32
N 0.562 2.815 0.081 -0.53
```

Its maximum force is 0.4 eV/A. As for the energy above the lowest of the compared OMol25 structures with the same formula, charge and spin: 0.531 eV. The net charge is +3. The multiplicity is 1. The HOMO-LUMO gap is 0.18445 Ha.

***

(3)
Formula: C22H27BrN2OS
Source: OMol25
Level of theory: ωB97M-V/def2-TZVPD

Structure (XYZ):
```
54
Properties=species:S:1:pos:R:3:mulliken_charge:R:1
C -1.188 2.942 1.687 -1.00
C -2.541 2.511 1.136 -0.01
H -2.737 1.476 1.420 -0.03
C -2.573 2.637 -0.389 -1.06
N -1.635 1.712 -0.999 0.81
C -2.234 0.429 -1.283 -1.21
H -2.703 0.070 -0.364 0.52
C -1.175 -0.584 -1.738 -1.21
N 0.021 -0.473 -0.942 0.89
C 0.809 0.628 -1.008 1.06
O 1.730 0.817 -0.235 -0.67
C 0.534 1.566 -2.171 -1.24
H 1.313 2.328 -2.137 0.49
H 0.663 1.000 -3.097 0.22
C -0.859 2.227 -2.110 -1.00
H -0.725 3.298 -1.956 0.43
H -1.387 2.092 -3.071 0.21
C 0.306 -1.476 0.074 -0.50
C -0.831 -1.583 1.066 -0.38
C -1.854 -2.517 0.965 -0.12
C -2.894 -2.520 1.880 -0.90
C -2.926 -1.591 2.905 -0.42
C -1.906 -0.660 3.017 -0.84
C -0.867 -0.659 2.105 -0.04
H -0.075 0.069 2.189 0.40
H -1.920 0.065 3.817 0.43
H -3.739 -1.595 3.616 0.42
H -3.682 -3.253 1.789 0.42
H -1.852 -3.258 0.179 0.30
C 0.694 -2.806 -0.571 -1.24
H 1.025 -3.519 0.185 0.57
H -0.123 -3.250 -1.137 0.56
S 1.992 -2.600 -1.842 -0.34
C 3.269 -1.720 -0.991 0.59
C 3.578 -1.960 0.341 -0.35
C 4.576 -1.231 0.958 -0.60
C 5.271 -0.282 0.231 0.00
C 4.994 -0.054 -1.105 -0.49
C 3.987 -0.775 -1.713 -0.52
H 3.742 -0.602 -2.750 0.40
H 5.546 0.690 -1.659 0.42
Br 6.644 0.720 1.084 -0.21
H 4.810 -1.402 1.998 0.44
H 3.047 -2.712 0.905 0.40
H 1.182 -1.081 0.605 1.02
H -0.930 -0.430 -2.793 0.51
H -1.579 -1.590 -1.635 0.54
H -3.015 0.499 -2.066 0.39
H -2.293 3.659 -0.654 0.44
H -3.598 2.468 -0.758 0.29
H -3.334 3.132 1.559 0.44
H -1.135 2.767 2.759 0.35
H -0.396 2.383 1.198 0.02
H -1.023 4.002 1.505 0.36
```

Its maximum force is 0.6 eV/A. As for the energy above the lowest of the compared OMol25 structures with the same formula, charge and spin: 0.001 eV. The multiplicity is 1. The SMILES is CCCN1CCC(=O)N([C@H](CSc2ccc(Br)cc2)c2ccccc2)CC1. The HOMO-LUMO gap is 0.31895 Ha.

***

(4)
Formula: C22H27ClN2O3
Source: OMol25
Level of theory: ωB97M-V/def2-TZVPD

Structure (XYZ):
```
55
Properties=species:S:1:pos:R:3:mulliken_charge:R:1
O 2.356 2.908 0.547 -0.69
C 2.328 1.737 0.233 0.11
N 2.149 0.744 1.138 -0.07
H 1.986 -0.195 0.811 0.29
C 1.879 1.028 2.528 -1.39
H 2.608 0.505 3.156 0.30
H 2.021 2.106 2.643 0.51
C 0.456 0.646 2.948 -0.17
H -0.229 0.996 2.174 0.11
H 0.212 1.171 3.872 0.56
C 0.301 -0.868 3.144 -1.22
N -1.008 -1.359 2.722 0.71
C -2.090 -0.849 3.558 -0.68
H -2.092 0.241 3.519 0.43
C -3.430 -1.380 3.044 -0.65
H -4.241 -1.064 3.702 0.39
O -3.458 -2.786 3.024 -0.43
C -2.415 -3.287 2.223 -0.57
C -1.052 -2.818 2.731 -0.72
H -0.267 -3.202 2.076 0.36
H -0.891 -3.213 3.748 0.40
H -2.487 -4.375 2.269 0.36
H -2.550 -2.957 1.181 0.28
H -3.617 -0.993 2.030 0.29
H -1.957 -1.166 4.606 0.33
H 1.039 -1.391 2.530 0.43
H 0.501 -1.130 4.196 0.49
C 2.578 1.275 -1.197 -0.93
H 2.676 2.183 -1.793 0.49
H 3.528 0.735 -1.219 0.57
C 1.456 0.393 -1.768 0.66
C 1.536 0.197 -3.268 -0.34
C 0.447 -0.383 -3.912 -0.30
C 0.459 -0.600 -5.276 -0.80
C 1.569 -0.244 -6.025 -0.43
C 2.661 0.322 -5.394 -0.80
C 2.646 0.541 -4.026 -0.34
H 3.515 0.981 -3.562 0.40
H 3.533 0.599 -5.968 0.39
H 1.582 -0.410 -7.092 0.39
H -0.398 -1.047 -5.757 0.39
H -0.421 -0.663 -3.332 0.43
C 0.123 0.996 -1.385 0.02
C -0.295 2.191 -1.946 -0.13
C -1.489 2.768 -1.553 -0.32
C -2.281 2.168 -0.590 -0.67
C -1.873 0.970 -0.033 -0.56
C -0.682 0.371 -0.427 0.98
O -0.273 -0.814 0.097 -0.62
H -0.790 -1.024 0.906 0.21
H -2.484 0.492 0.720 0.17
H -3.205 2.628 -0.279 0.45
Cl -1.995 4.258 -2.269 -0.24
H 0.317 2.672 -2.693 0.49
H 1.510 -0.602 -1.312 0.68
```

Its maximum force is 0.5 eV/A. As for the energy above the lowest of the compared OMol25 structures with the same formula, charge and spin: 0.000 eV. The multiplicity is 1. The SMILES is O=C(C[C@H](c1ccccc1)c1cc(Cl)ccc1O)NCCCN1CCOCC1. The HOMO-LUMO gap is 0.33117 Ha.

***

| no. | HOMO energy (eV) |
| --- | --- |
| 1 | -13.04 |
| 2 | -17.70 |
| 3 | -8.08 |
| 4 | -8.38 |